Record 1
This record from the OMol25 dataset describes a 4-piece molecular cluster, C8H15Cl6N overall in a non-equilibrium geometry. The level of theory is ωB97M-V/def2-TZVPD.

The LUMO energy is 0.502 eV. The SMILES is ClCCCl.ClCCCl.ClCCCl.CC#N. The energy relative to the best compared isomer or geometry (same formula, charge and spin) comes out at 0.1261 eV. As for the strongest force on any atom: 1.9 eV Å⁻¹. As for the orbital gap: 11.2 eV.

The geometry in ORCA input format:
```
! wB97M-V def2-TZVPD RIJCOSX def2/J DEFGRID3
* xyz 0 1
Cl -2.30238 -1.69775 -2.37726
C -1.30471 -0.21458 -2.17042
C 0.06306 -0.21848 -2.81494
Cl 0.06274 -0.51489 -4.57377
H -1.13786 -0.10247 -1.10137
H -1.89448 0.62411 -2.53084
H 0.66700 -1.02404 -2.40415
H 0.51901 0.74619 -2.60905
Cl 3.37242 1.65028 -1.74005
C 4.58378 1.98255 -0.48983
C 4.97082 0.73924 0.27814
Cl 5.87041 -0.38061 -0.82425
H 4.11522 2.68804 0.20093
H 5.41116 2.49330 -0.97292
H 4.05311 0.24698 0.59220
H 5.61411 0.90483 1.13439
Cl 1.29323 -0.27902 1.25730
C -0.43796 -0.22412 1.72777
C -0.93217 1.15932 2.11461
Cl -2.70399 1.10927 2.05619
H -0.59937 -0.91793 2.54409
H -0.99388 -0.54174 0.85094
H -0.59855 1.99835 1.50887
H -0.59496 1.39965 3.12522
C -4.90160 -1.74289 1.09291
C -3.65275 -2.32513 1.49874
N -2.64646 -2.77349 1.81410
H -5.48655 -2.39848 0.43627
H -4.78500 -0.84149 0.49088
H -5.62343 -1.54498 1.88531
*
```

Record 2
This record from the OMol25 dataset describes a 6-piece molecular cluster, C34H63ClN2O19S5 overall in a non-equilibrium geometry. The level of theory is ωB97M-V/def2-TZVPD.

The LUMO energy is -1.062 eV. The SMILES is CC(=O)OCCCCCCc1ccc(Cl)c2ncc(CCC(=O)O)nc12.CCOS(C)(=O)=O.CCOS(C)(=O)=O.CCOS(C)(=O)=O.CCOS(C)(=O)=O.CCOS(C)(=O)=O. As for the strongest force on any atom: 6.2 eV Å⁻¹. As for the orbital gap: 7.4 eV.

The geometry in ORCA input format:
```
! wB97M-V def2-TZVPD RIJCOSX def2/J DEFGRID3
* xyz 0 1
C -5.16794 -0.80406 -1.71233
C -5.08185 -2.40085 -1.75646
O -5.26526 -2.96298 -2.86602
O -4.82911 -3.25433 -0.63297
C -3.71648 -2.72626 0.16639
C -2.38035 -2.52819 -0.70164
C -1.12700 -2.24835 0.31021
C -0.11100 -3.49268 0.32706
C -0.81442 -4.81735 0.91218
C -0.37137 -5.19963 2.41688
C -1.08190 -4.30632 3.54967
C -2.28256 -4.96741 4.31508
C -3.01810 -4.19072 5.46292
C -2.53668 -2.76080 5.77748
Cl -3.40934 -1.84878 7.11737
C -1.33750 -2.03044 5.03400
N -1.04662 -0.68541 5.45302
C 0.05407 -0.20449 4.68528
C 0.83716 -0.98227 3.57295
C 2.05328 -0.21956 2.80588
C 1.44294 1.17706 2.20478
C 2.18707 1.42494 0.80685
O 3.38848 1.82407 0.78939
O 1.49788 1.22264 -0.41748
N 0.51346 -2.31756 3.20085
C -0.61201 -2.83914 3.93249
H -4.67018 -0.42128 -2.67418
H -4.62610 -0.31704 -0.83274
H -6.27489 -0.51843 -1.62674
H -3.96279 -1.69513 0.62844
H -3.59917 -3.44526 1.05400
H -2.13266 -3.41544 -1.38555
H -2.48129 -1.60144 -1.38954
H -1.45988 -1.88764 1.34275
H -0.55613 -1.36083 -0.17165
H 0.16402 -3.70641 -0.77994
H 0.87700 -3.29993 0.86568
H -1.96402 -4.82002 0.80093
H -0.45183 -5.69935 0.24978
H -0.73814 -6.28723 2.58486
H 0.77872 -5.25979 2.54559
H -2.61973 -6.02684 4.03820
H -3.88563 -4.62987 6.08223
H 0.39963 0.87587 4.90658
H 2.49690 -0.86633 1.95815
H 2.83338 0.09749 3.57830
H 0.31282 1.04557 2.08776
H 1.65742 2.07840 2.87879
H 0.53888 1.42762 -0.34185
C 2.83396 4.23178 -1.57157
C 2.38987 5.25562 -0.54509
O 1.85393 6.42330 -1.16682
S 0.33657 6.37295 -1.72562
C 0.13006 8.11667 -1.95361
O -0.53721 5.93815 -0.66557
O 0.33861 5.73797 -3.01657
H 1.97695 3.81525 -2.10619
H 3.36464 3.40830 -1.08930
H 3.48870 4.68915 -2.31786
H 1.67050 4.82457 0.15753
H 3.25650 5.57710 0.03812
H 0.19293 8.60937 -0.98397
H -0.85243 8.28316 -2.39590
H 0.90757 8.47927 -2.62541
C 6.40157 1.40785 4.56299
C 6.69273 2.43675 5.63893
O 5.53783 3.22240 5.93831
S 4.40022 2.58907 6.89611
C 3.52443 4.09341 7.21968
O 5.01536 2.14018 8.11973
O 3.55766 1.72776 6.10924
H 5.71139 0.64345 4.92805
H 7.32099 0.91038 4.24681
H 5.93354 1.87735 3.69373
H 7.08626 1.96264 6.54295
H 7.45932 3.12658 5.27717
H 4.18088 4.77481 7.75974
H 2.65329 3.85026 7.82870
H 3.20725 4.52799 6.27208
C 10.75424 -0.99968 9.25322
C 9.86455 -0.91883 10.47943
O 8.67937 -0.17097 10.21677
S 7.46680 -0.89545 9.42410
C 6.22113 0.31075 9.77770
O 7.13261 -2.12114 10.10325
O 7.75165 -0.86218 8.01276
H 10.28897 -1.60332 8.47040
H 11.71596 -1.45324 9.50398
H 10.92795 -0.00538 8.83406
H 9.61981 -1.91593 10.85681
H 10.39915 -0.39517 11.27610
H 6.04885 0.33563 10.85348
H 5.31007 0.01480 9.25926
H 6.55666 1.27982 9.41565
C -3.53875 1.78935 -7.99096
C -4.92949 1.19096 -7.88867
O -4.87543 -0.21916 -7.69322
S -4.55663 -0.78646 -6.21033
C -5.03488 -2.46396 -6.50933
O -5.48495 -0.20112 -5.27726
O -3.13374 -0.74575 -5.99488
H -3.01291 1.72489 -7.03552
H -3.59230 2.84212 -8.27765
H -2.93723 1.24985 -8.72741
H -5.50982 1.67349 -7.09711
H -5.46223 1.36117 -8.82839
H -6.09983 -2.49199 -6.73746
H -4.82959 -3.03723 -5.60429
H -4.44849 -2.85541 -7.34030
C -8.34661 -0.98704 -14.05734
C -7.43749 -2.05794 -13.48451
O -6.23131 -1.49833 -12.96825
S -6.26694 -0.79423 -11.51128
C -4.51518 -0.70947 -11.26774
O -6.82001 -1.72094 -10.55773
O -6.77462 0.54483 -11.65554
H -8.73241 -0.33711 -13.26842
H -9.19852 -1.43889 -14.57062
H -7.80245 -0.35243 -14.76129
H -7.95238 -2.64587 -12.71921
H -7.15017 -2.74813 -14.28178
H -4.11559 -1.72201 -11.22320
H -4.33200 -0.19237 -10.32553
H -4.07080 -0.15174 -12.09180
*
```

Record 3
This record from the OMol25 dataset describes C8H10BF10O4Sn as an isolated structure in a non-equilibrium geometry. The level of theory is ωB97M-V/def2-TZVPD.

The LUMO energy is -7.357 eV. The energy relative to the best compared isomer or geometry (same formula, charge and spin) comes out at 0.0000 eV. As for the strongest force on any atom: 4.0 eV Å⁻¹. As for the orbital gap: 7.3 eV.

The geometry in ORCA input format:
```
! wB97M-V def2-TZVPD RIJCOSX def2/J DEFGRID3
* xyz 1 1
Sn -0.19949 -2.92864 -1.60935
B -2.92709 -2.08662 0.05459
F -3.72108 -1.62169 1.07765
F -2.21974 -3.31572 0.38645
F -3.55717 -2.37404 -1.14677
F -1.91860 -1.15038 -0.17765
C 2.42347 1.39349 -3.92958
C 2.35063 1.40420 -2.41875
O 1.06676 1.82828 -1.93209
C 0.00489 1.08790 -1.93827
O -0.08252 -0.10142 -2.13397
C -1.28747 1.90923 -1.57574
F -1.06521 3.20337 -1.72964
F -2.27974 1.54122 -2.36363
F -1.57386 1.68314 -0.30176
H 2.14234 2.37876 -4.30285
H 1.89858 0.56294 -4.39418
H 3.46762 1.28433 -4.23124
H 3.08938 1.97088 -1.86145
H 2.45868 0.36324 -2.09138
C -1.63829 -0.24371 4.11597
C -1.14710 -0.64273 2.74829
O 0.28156 -0.34311 2.70237
C 0.96413 -0.78481 1.69734
O 0.52077 -1.48365 0.80802
C 2.43242 -0.34916 1.68336
F 2.76942 0.37999 2.72282
F 3.20593 -1.44510 1.70779
F 2.69880 0.26370 0.53090
H -2.62621 -0.65336 4.31837
H -1.55732 0.82282 4.30723
H -1.02071 -0.75498 4.86002
H -1.64048 -0.11245 1.93484
H -1.31331 -1.68592 2.48228
*
```

What is the formula in the third record?
C8H10BF10O4Sn

Among the records above, which one has the highest LUMO energy?
C8H15Cl6N